Below is a cluster of 14 separate species, C44H82N6O16S4 in total at a distorted geometry, with properties calculated with ωB97M-V/def2-TZVPD.

Element x y z (Å)
C  16.795  19.368  12.368
C  17.072  18.430  13.544
O  18.312  18.954  13.995
C  18.782  19.924  13.173
O  19.936  20.290  13.247
O  17.926  20.103  12.199
H  15.899  19.950  12.583
H  16.555  18.742  11.509
H  17.252  17.416  13.186
H  16.162  18.449  14.143
C  15.036  13.855  14.970
C  13.535  14.247  14.998
O  13.670  15.513  14.332
C  14.805  15.704  13.740
O  14.952  16.382  12.699
O  15.647  14.705  13.999
H  15.138  12.827  14.620
H  15.481  14.087  15.938
H  13.088  14.302  15.990
H  12.891  13.664  14.340
C  12.716  19.066  12.957
C  12.310  20.493  13.127
O  10.940  20.475  13.429
C  10.477  19.212  13.234
O  9.313  18.888  13.342
O  11.435  18.440  12.817
H  13.168  18.762  13.901
H  13.362  18.887  12.098
H  12.610  20.999  12.209
H  12.828  21.035  13.918
C  17.364  18.579  17.185
C  16.007  17.920  16.888
O  16.359  16.710  16.219
C  17.522  16.347  16.762
O  18.017  15.276  16.668
O  18.136  17.397  17.360
H  17.319  19.093  18.145
H  17.689  19.279  16.415
H  15.443  18.531  16.183
H  15.340  17.562  17.672
C  18.348  18.306  21.133
C  18.023  19.258  22.295
C  17.097  20.522  22.030
C  17.676  21.379  20.987
N  18.116  22.040  20.179
H  18.504  18.832  20.191
H  17.500  17.656  20.916
H  19.216  17.668  21.296
H  18.932  19.447  22.867
H  17.443  18.611  22.953
H  16.937  21.119  22.928
H  16.107  20.247  21.668
C  20.269  14.172  20.953
C  20.279  15.212  19.767
C  21.730  15.688  19.580
C  21.773  16.816  18.617
N  21.892  17.688  17.895
H  20.432  14.695  21.895
H  20.848  13.271  20.750
H  19.317  13.641  20.958
H  19.552  16.014  19.895
H  19.965  14.718  18.847
H  22.412  14.941  19.175
H  22.111  16.059  20.532
C  18.795  10.385  21.664
C  19.530  9.348  20.758
C  19.625  9.732  19.193
C  20.181  11.031  18.818
N  20.526  12.115  18.498
H  19.055  10.122  22.690
H  17.712  10.325  21.553
H  19.156  11.388  21.437
H  18.934  8.435  20.782
H  20.533  9.166  21.143
H  18.623  9.842  18.780
H  20.194  8.984  18.640
C  20.726  22.806  18.594
C  21.270  21.383  18.167
C  21.069  21.172  16.607
C  19.715  21.467  16.240
N  18.595  21.643  15.958
H  20.905  22.936  19.661
H  19.653  22.913  18.434
H  21.157  23.589  17.971
H  20.714  20.615  18.705
H  22.344  21.382  18.354
H  21.391  20.161  16.359
H  21.656  21.970  16.153
C  18.287  11.433  15.335
C  17.938  10.741  14.037
C  16.730  9.852  14.129
C  16.458  8.789  13.097
N  16.311  7.920  12.354
H  18.681  10.719  16.058
H  17.372  11.848  15.757
H  18.932  12.310  15.277
H  18.854  10.350  13.594
H  17.665  11.500  13.303
H  15.855  10.422  14.438
H  16.840  9.203  14.998
C  16.428  12.672  20.054
C  16.532  14.174  19.852
C  15.247  15.011  20.166
C  14.031  14.652  19.460
N  13.039  14.344  18.850
H  16.358  12.541  21.133
H  17.396  12.198  19.890
H  15.639  12.118  19.545
H  16.768  14.429  18.819
H  17.398  14.564  20.387
H  15.417  16.056  19.905
H  14.869  14.973  21.188
C  19.181  15.272  13.747
S  20.607  14.038  13.842
O  21.715  14.662  13.052
C  20.981  14.395  15.582
H  19.480  16.247  14.130
H  18.270  15.074  14.312
H  18.801  15.457  12.742
H  20.218  14.098  16.301
H  21.242  15.454  15.601
H  21.826  13.735  15.776
C  23.234  20.623  13.906
S  23.404  19.229  12.717
O  24.858  18.840  12.615
C  22.635  17.921  13.747
H  23.881  20.446  14.766
H  22.220  20.806  14.262
H  23.595  21.564  13.492
H  23.010  17.932  14.771
H  22.882  16.936  13.351
H  21.549  18.006  13.745
C  13.230  19.430  21.874
S  13.564  19.453  20.089
O  14.945  18.805  19.925
C  12.360  18.101  19.748
H  13.751  18.622  22.387
H  12.157  19.403  22.068
H  13.537  20.359  22.354
H  11.359  18.328  20.116
H  12.732  17.288  20.371
H  12.284  17.778  18.710
C  15.118  21.614  18.162
S  14.226  21.644  16.508
O  15.228  20.887  15.633
C  12.852  20.357  16.845
H  14.600  21.890  19.080
H  15.975  22.286  18.114
H  15.536  20.624  18.343
H  12.023  20.713  17.455
H  13.124  19.391  17.270
H  12.323  20.025  15.952

relative energy (zero: lowest compared OMol25 entry of this formula, charge and spin)	0.8423	eV
Kohn-Sham gap	7.433	eV

Mulliken atomic charge list, values in e, 2 entries: -0.210, 0.998

Below is the molecule C20H26N6O4 at a distorted geometry, with properties calculated with ωB97M-V/def2-TZVPD.

Element x y z (Å)
C  3.133  0.870  1.827
C  1.854  1.408  2.466
C  1.962  1.454  3.988
N  0.709  0.607  2.068
C  -0.401  1.020  1.408
C  -0.691  2.415  0.941
N  -0.523  2.695  -0.472
C  -1.591  2.290  -1.363
C  -1.470  0.835  -1.847
N  -0.172  0.644  -2.454
C  0.139  0.433  -3.755
O  1.306  0.374  -4.124
C  -0.915  0.227  -4.765
C  -0.684  -0.178  -6.057
C  -1.940  -0.222  -6.696
C  -2.848  0.162  -5.757
O  -2.244  0.435  -4.591
C  0.904  0.939  -1.529
C  0.772  2.392  -1.045
N  -1.266  0.038  1.207
C  -0.700  -1.056  1.751
C  0.533  -0.747  2.308
C  1.309  -1.750  2.980
O  2.389  -1.611  3.527
N  0.672  -2.993  2.961
C  1.352  -4.102  3.610
C  -0.552  -3.322  2.398
O  -0.992  -4.449  2.458
N  -1.237  -2.302  1.777
C  -2.520  -2.558  1.159
H  3.954  1.552  2.034
H  3.378  -0.102  2.245
H  3.020  0.779  0.749
H  1.671  2.420  2.092
H  2.747  2.148  4.276
H  2.213  0.469  4.373
H  1.024  1.784  4.429
H  -0.068  3.129  1.489
H  -1.735  2.625  1.187
H  -2.548  2.431  -0.861
H  -1.549  2.955  -2.233
H  -2.267  0.610  -2.548
H  -1.553  0.167  -0.983
H  0.274  -0.409  -6.473
H  -2.140  -0.498  -7.711
H  -3.913  0.279  -5.793
H  1.849  0.795  -2.056
H  0.845  0.239  -0.689
H  1.553  2.621  -0.319
H  0.905  3.051  -1.911
H  0.732  -4.495  4.415
H  1.529  -4.898  2.887
H  2.295  -3.730  4.004
H  -3.221  -1.779  1.456
H  -2.422  -2.556  0.072
H  -2.862  -3.535  1.494

relative energy (zero: lowest compared OMol25 entry of this formula, charge and spin)	0.0000	eV
Kohn-Sham gap	8.853	eV

Mulliken atomic charge list, values in e, 2 entries: -1.392, -0.025

Below is a cluster of 2 separate species, C6H11NO2 in total at a distorted geometry, with properties calculated with ωB97M-V/def2-TZVPD.

Element x y z (Å)
H  1.587  -2.177  -0.369
N  1.285  -1.266  -0.716
C  1.369  -0.347  0.141
C  1.945  -0.455  1.524
C  0.939  1.072  -0.234
O  0.215  1.010  -1.479
O  0.170  1.674  0.734
H  2.886  0.093  1.575
H  2.111  -1.495  1.798
H  1.268  -0.001  2.246
H  1.854  1.676  -0.365
H  -0.096  1.905  -1.667
H  -0.778  1.170  0.712
C  -2.313  0.366  0.482
C  -1.985  -0.206  -0.675
C  -1.789  -1.098  -1.596
H  -2.931  1.255  0.481
H  -2.322  -0.229  1.387
H  -2.586  -1.763  -1.896
H  -0.830  -1.184  -2.085

relative energy (zero: lowest compared OMol25 entry of this formula, charge and spin)	3.8324	eV
Kohn-Sham gap	10.278	eV

Mulliken atomic charge list, values in e, 2 entries: 0.224, -0.586

Below is the ion C8H15N4O3 with charge +1 at a distorted geometry, with properties calculated with ωB97M-V/def2-TZVPD.

Element x y z (Å)
C  3.020  -1.433  -0.416
O  2.380  -0.214  -0.025
C  1.032  -0.110  -0.206
N  0.528  -1.027  -1.141
C  -0.537  -1.230  -1.679
N  -1.581  -1.662  -2.069
C  0.625  1.352  -0.478
C  1.243  2.292  0.554
C  -0.910  1.457  -0.505
C  -1.630  0.396  0.244
C  -3.098  0.260  0.158
N  -0.992  -0.398  1.044
O  -1.683  -1.298  1.781
N  0.373  -0.387  1.155
O  0.807  -1.555  1.792
H  3.025  -1.530  -1.502
H  2.535  -2.306  0.023
H  4.038  -1.340  -0.049
H  -1.989  -1.755  -2.976
H  1.025  1.609  -1.462
H  1.022  3.323  0.289
H  2.322  2.168  0.575
H  0.855  2.097  1.550
H  -1.206  2.420  -0.072
H  -1.290  1.463  -1.531
H  -3.492  0.826  -0.680
H  -3.571  0.619  1.073
H  -3.374  -0.790  0.058
H  -1.038  -1.940  2.152
H  1.565  -1.306  2.342

relative energy (zero: lowest compared OMol25 entry of this formula, charge and spin)	1.0068	eV
Kohn-Sham gap	9.961	eV
total charge	+1

Mulliken atomic charge list, values in e, 2 entries: -0.735, -0.437

Below is a structure of composition C44H61IN10OPPbS, with properties calculated with ωB97M-V/def2-TZVPD.

Element x y z (Å)
Pb  -1.494  0.305  0.400
C  -4.233  -2.371  -5.228
C  -3.277  -2.887  -4.163
N  -2.242  -1.929  -3.813
C  -2.438  -0.867  -2.977
S  -3.809  -0.737  -1.989
N  -1.450  0.027  -3.033
N  -1.559  1.002  -2.074
C  -1.283  2.207  -2.407
C  -0.986  2.629  -3.814
C  -1.308  3.246  -1.348
C  -1.198  4.598  -1.670
C  -1.240  5.542  -0.658
C  -1.375  5.124  0.656
C  -1.453  3.764  0.898
N  -1.431  2.855  -0.074
H  -4.998  -3.115  -5.456
H  -3.702  -2.142  -6.153
H  -4.728  -1.466  -4.878
H  -2.778  -3.798  -4.501
H  -3.819  -3.131  -3.251
H  -1.507  -1.775  -4.488
H  -0.933  1.755  -4.454
H  -0.040  3.172  -3.871
H  -1.771  3.289  -4.189
H  -1.089  4.909  -2.697
H  -1.165  6.595  -0.897
H  -1.408  5.829  1.474
H  -1.534  3.369  1.905
N  0.160  -3.833  -1.563
C  -0.369  -2.610  -1.403
N  -1.162  -2.266  -0.444
C  -1.574  -3.232  0.475
N  -2.512  -3.021  1.328
N  -3.030  -1.731  1.287
C  -4.258  -1.631  0.987
C  -4.890  -0.299  0.893
C  -6.269  -0.211  0.819
C  -6.857  1.043  0.712
C  -6.042  2.157  0.688
C  -4.666  1.974  0.759
N  -4.096  0.781  0.849
C  -0.897  -4.539  0.457
C  -1.086  -5.500  1.451
C  -0.433  -6.712  1.381
C  0.419  -6.985  0.310
C  0.622  -6.049  -0.682
C  -0.037  -4.825  -0.600
H  0.750  -4.011  -2.359
H  -0.086  -1.862  -2.137
H  -4.870  -2.505  0.775
H  -6.867  -1.112  0.839
H  -7.932  1.141  0.646
H  -6.447  3.155  0.601
H  -3.997  2.825  0.723
H  -1.757  -5.270  2.268
H  -0.583  -7.454  2.153
H  0.928  -7.938  0.256
H  1.287  -6.254  -1.512
C  3.150  4.611  2.548
C  2.142  4.804  1.423
C  2.200  3.628  0.436
C  2.537  2.298  1.143
C  1.999  2.341  2.576
C  2.762  3.391  3.398
P  1.909  0.819  0.222
C  2.684  1.099  -1.450
C  4.213  0.996  -1.590
C  4.715  -0.385  -2.008
C  3.994  -0.897  -3.249
C  2.496  -0.963  -2.978
C  1.954  0.413  -2.617
C  2.683  -0.550  1.212
C  4.159  -0.475  1.614
C  4.483  -1.554  2.649
C  4.136  -2.948  2.134
C  2.674  -3.028  1.707
C  2.340  -1.945  0.684
H  3.218  5.503  3.172
H  4.143  4.467  2.114
H  2.314  5.741  0.891
H  1.140  4.878  1.857
H  2.960  3.836  -0.320
H  1.246  3.548  -0.096
H  3.629  2.218  1.200
H  2.067  1.372  3.073
H  0.931  2.577  2.538
H  3.660  2.938  3.825
H  2.146  3.704  4.245
H  2.431  2.160  -1.550
H  4.703  1.315  -0.666
H  4.530  1.710  -2.359
H  4.563  -1.109  -1.203
H  5.793  -0.339  -2.180
H  4.384  -1.873  -3.544
H  4.176  -0.217  -4.088
H  2.319  -1.662  -2.153
H  1.954  -1.351  -3.846
H  0.884  0.362  -2.422
H  2.066  1.051  -3.501
H  2.109  -0.446  2.146
H  4.408  0.507  2.022
H  4.794  -0.622  0.739
H  3.910  -1.356  3.563
H  5.538  -1.499  2.924
H  4.350  -3.697  2.898
H  4.776  -3.184  1.276
H  2.030  -2.901  2.585
H  2.446  -4.015  1.295
H  1.284  -1.989  0.418
H  2.911  -2.137  -0.229
N  -2.056  2.113  5.082
C  -2.178  1.239  4.070
O  -1.476  1.304  3.064
C  -3.181  0.127  4.244
I  -5.168  0.855  4.490
H  -1.375  2.849  5.010
H  -2.684  2.099  5.867
H  -2.960  -0.460  5.132
H  -3.168  -0.500  3.359

Kohn-Sham gap	6.917	eV
total charge	+1

Mulliken atomic charge list, values in e, 2 entries: 1.500, -1.209

Below is a structure of composition C38H27BrClF9N5O2PPbS at a distorted geometry, with properties calculated with ωB97M-V/def2-TZVPD.

Element x y z (Å)
Pb  1.130  0.295  -0.509
Br  -2.408  -9.745  -1.438
C  -1.192  -8.657  -2.433
C  -1.676  -7.879  -3.514
C  -0.888  -6.871  -3.981
C  0.457  -6.745  -3.465
C  1.011  -7.663  -2.559
C  0.137  -8.545  -1.966
N  1.193  -5.667  -3.715
N  0.746  -4.799  -4.547
C  1.275  -3.522  -4.449
C  0.759  -2.518  -5.280
C  0.704  -1.209  -4.808
C  1.414  -0.797  -3.660
O  1.359  0.388  -3.167
C  2.183  -1.825  -2.947
N  2.751  -1.476  -1.741
C  3.632  -2.368  -1.199
C  3.963  -3.626  -1.740
C  3.255  -4.022  -2.825
C  2.252  -3.184  -3.402
H  -2.619  -8.138  -3.998
H  -1.126  -6.113  -4.652
H  2.049  -7.474  -2.273
H  0.402  -9.163  -1.100
H  0.394  -2.682  -6.284
H  0.102  -0.453  -5.325
H  4.071  -2.060  -0.245
H  4.665  -4.279  -1.240
H  3.390  -5.013  -3.248
Cl  0.583  4.680  -1.936
C  -0.796  5.370  -1.220
C  -1.513  6.338  -1.994
C  -2.457  7.186  -1.375
C  -2.782  6.960  -0.024
C  -2.223  5.889  0.654
C  -1.267  5.080  0.034
P  -0.407  3.685  0.892
C  -1.577  3.496  2.271
C  -2.765  2.788  2.048
C  -3.684  2.513  3.080
C  -3.465  3.064  4.351
C  -2.291  3.775  4.599
C  -1.382  3.999  3.561
C  0.999  4.467  1.717
C  1.635  3.710  2.689
C  2.824  4.122  3.246
C  3.494  5.203  2.650
C  2.836  5.978  1.719
C  1.566  5.681  1.290
H  -1.260  6.380  -3.051
H  -2.923  8.027  -1.915
H  -3.470  7.631  0.457
H  -2.386  5.859  1.755
H  -2.911  2.373  1.052
H  -4.574  1.885  2.882
H  -4.258  3.023  5.054
H  -2.072  4.162  5.590
H  -0.586  4.742  3.766
H  1.156  2.817  3.057
H  3.181  3.574  4.128
H  4.442  5.555  3.048
H  3.343  6.846  1.303
H  1.067  6.535  0.812
F  2.885  -0.653  1.628
C  2.163  -0.918  2.784
F  2.228  0.186  3.524
F  2.931  -1.846  3.442
C  0.741  -1.405  2.445
O  0.183  -0.604  1.472
C  0.776  -2.810  1.842
F  0.979  -3.755  2.776
F  1.790  -2.964  0.966
F  -0.339  -3.095  1.147
C  -0.119  -1.367  3.681
F  0.515  -1.725  4.826
F  -0.645  -0.168  3.872
F  -1.205  -2.285  3.540
N  -3.724  -0.199  -0.969
C  -2.501  -0.532  -0.522
N  -2.306  -0.839  0.759
S  -1.168  -0.448  -1.632
H  -4.524  -0.767  -0.641
H  -3.831  0.004  -1.960
H  -3.007  -0.449  1.433
H  -1.286  -0.946  1.105

relative energy (zero: lowest compared OMol25 entry of this formula, charge and spin)	1.6710	eV
Kohn-Sham gap (spin up / spin down)	2.510 / 2.537	eV
total charge	+2

Mulliken atomic charge list, values in e, 2 entries: 1.135, -0.006

Energy readings, ordered: -4850.62170, -1407.27888, -440.34640, -758.17457, -3566.04662, -6753.33037 hartree